[1]
Entry from OMol25: a cluster of 2 separate species, C4H12N2O2 in total in a non-equilibrium geometry (the ωB97M-V functional and the def2-TZVPD basis).

Each line ends with the natural charge from an NBO analysis.
Cartesian coordinates (Å):
C (-1.34061, -1.69465, 0.21740)  -0.657
C (-1.37350, -0.51554, 1.11444)  -0.233
N (-0.32933, 0.54338, 0.92305)  -0.611
C (0.99131, -0.06279, 0.67423)  -0.335
C (2.11869, 0.95136, 0.76891)  0.653
N (1.95063, 2.24682, 1.11862)  -0.816
O (3.27748, 0.53437, 0.69029)  -0.643
H (-0.78365, -2.56187, 0.61985)  0.215
H (-2.30658, -2.20636, 0.18019)  0.229
H (-0.93180, -1.53845, -0.77028)  0.216
H (-2.29940, 0.07405, 1.13437)  0.201
H (-1.30310, -0.81543, 2.17044)  0.194
H (-0.52654, 0.97495, 0.02353)  0.338
H (1.24529, -0.91943, 1.29482)  0.235
H (1.18000, -0.47739, -0.32346)  0.204
H (1.03510, 2.66432, 1.17943)  0.401
H (2.77930, 2.81233, 1.22949)  0.410
H (-0.78080, 0.23473, -3.41482)  0.466
H (-1.34204, 0.10721, -4.82585)  0.470
O (-1.26045, -0.35158, -4.00466)  -0.935

Output
**Electronic energy**: -419.587725 hartree
**SMILES**: CCNCC(N)=O.O
**Multiplicity**: 1

***

[2]
Entry from OMol25: a cluster of 2 separate species, C11H16NO in total in a non-equilibrium geometry (the ωB97M-V functional and the def2-TZVPD basis).

Each line ends with the natural charge from an NBO analysis.
Cartesian coordinates (Å):
C (-2.21587, -0.62673, 0.29958)  0.050
C (-1.33554, -0.79788, -0.50270)  0.079
C (-0.29249, 2.55666, 1.64215)  -0.321
C (0.03275, 1.19615, 1.64992)  -0.138
C (0.23384, 3.06247, 0.47763)  0.203
C (0.76590, 0.95955, 0.49016)  0.100
C (-3.31525, -0.50158, 1.22061)  -0.694
C (1.35687, -1.43587, 0.84378)  -0.698
C (2.41274, -0.10213, -1.05008)  -0.691
C (-0.34639, -0.06758, -2.53277)  -0.414
C (1.34884, -0.22193, -0.01820)  0.356
N (-0.26096, -0.87413, -1.32900)  -0.538
O (0.85839, 2.12258, -0.21523)  -0.379
H (-0.83512, 3.09966, 2.38732)  0.256
H (-0.18675, 0.48950, 2.42401)  0.248
H (0.22287, 4.05510, 0.06581)  0.230
H (-3.50243, -1.45488, 1.71400)  0.257
H (-3.09270, 0.25064, 1.97627)  0.240
H (-4.21524, -0.20397, 0.68432)  0.258
H (1.71966, -2.30374, 0.29813)  0.237
H (2.03382, -1.27452, 1.68314)  0.269
H (0.37145, -1.64290, 1.25438)  0.254
H (3.36084, 0.06726, -0.53499)  0.270
H (2.52696, -1.01620, -1.62759)  0.235
H (2.24920, 0.74482, -1.71208)  0.249
H (-1.21589, -0.34447, -3.13524)  0.227
H (-0.44444, 0.98278, -2.25975)  0.223
H (0.54803, -0.20570, -3.13607)  0.220
H (0.00909, -1.83954, -1.50961)  0.416

Output
**Electronic energy**: -558.399108 hartree
**Total charge**: +1
**Multiplicity**: 1

***

[3]
Entry from OMol25: a structure of composition C2H2CaF2O2 in a non-equilibrium geometry (the ωB97M-V functional and the def2-TZVPD basis).

Each line ends with the natural charge from an NBO analysis.
Cartesian coordinates (Å):
F (0.94569, -1.09436, 0.57602)  -0.136
H (-0.93151, 1.48671, -1.15776)  0.258
O (-1.09418, 0.48739, 0.63300)  -0.598
O (0.39882, -0.44700, 1.78230)  -0.466
C (-0.61747, 0.64282, -0.52780)  0.379
C (0.70731, 0.06482, -0.76984)  0.547
F (0.85703, -0.59565, -1.87615)  -0.178
H (1.54201, 0.67050, -0.39876)  0.277
Ca (-1.80771, -1.21523, 1.73899)  1.917

Output
**Electronic energy**: -1104.323604 hartree
**Total charge**: +2
**Multiplicity**: 1

***

[4]
Entry from OMol25: a cluster of 5 separate species, C6H21NO4 in total in a non-equilibrium geometry (the ωB97M-V functional and the def2-TZVPD basis).

Each line ends with the natural charge from an NBO analysis.
Cartesian coordinates (Å):
C (-1.04602, -0.09110, -0.11730)  -0.427
C (-1.89159, -1.21945, -0.64385)  -0.455
C (-1.28449, -2.31884, -1.50228)  -0.174
C (-0.04962, -2.73905, -1.38733)  -0.414
C (-0.27589, -0.37841, 1.19930)  -0.221
N (-0.03519, 0.95334, 1.92331)  -0.674
C (-1.19084, 1.25461, 2.77113)  -0.432
H (-0.43044, 0.31489, -0.94959)  0.225
H (-1.66614, 0.81606, 0.03444)  0.204
H (-2.83944, -0.91150, -1.09679)  0.214
H (-2.42087, -1.74230, 0.19278)  0.208
H (-2.07157, -2.64896, -2.18433)  0.201
H (0.29845, -3.57290, -1.98188)  0.200
H (0.70825, -2.28490, -0.75522)  0.211
H (0.66185, -0.86178, 0.96553)  0.207
H (-0.87866, -0.93410, 1.92734)  0.178
H (0.82096, 0.96250, 2.45562)  0.362
H (-1.50033, 2.29438, 2.66286)  0.186
H (-2.10476, 0.72866, 2.49877)  0.199
H (-1.03507, 1.12243, 3.83819)  0.191
H (2.61025, -1.10551, 0.38914)  0.494
H (2.67769, -2.20527, 1.54652)  0.473
O (2.75454, -2.03222, 0.61280)  -0.960
H (-0.52563, 2.67392, 0.13429)  0.483
H (-0.51129, 3.81365, -0.85196)  0.469
O (-0.09414, 2.96187, -0.68031)  -0.953
H (2.06751, 1.38892, 0.61168)  0.483
H (2.18077, 1.65547, -0.96801)  0.504
O (2.46892, 1.12641, -0.21195)  -0.984
H (2.14714, 0.47999, -3.26249)  0.483
H (0.76476, 1.29555, -3.47279)  0.483
O (1.69088, 1.20362, -3.69764)  -0.964

Output
**Electronic energy**: -596.850732 hartree
**SMILES**: C=CCCCNC.O.O.O.O
**Multiplicity**: 1

***

[5]
Entry from OMol25: the molecule C4H5NO2 in a non-equilibrium geometry (the ωB97M-V functional and the def2-TZVPD basis).

Each line ends with the natural charge from an NBO analysis.
Cartesian coordinates (Å):
C (-0.18687, -1.15565, -0.04351)  -0.199
C (1.05266, -1.66470, 0.00742)  0.144
C (1.12829, 0.71423, -0.00483)  0.902
C (-1.23780, 1.13975, 0.01258)  -0.402
N (-0.10045, 0.24926, -0.05868)  -0.435
O (1.69782, 1.74482, 0.00208)  -0.539
O (2.02623, -0.78248, 0.03854)  -0.543
H (-1.12927, -1.65693, -0.09046)  0.224
H (1.31728, -2.70563, 0.03165)  0.196
H (-0.87436, 2.16635, 0.03293)  0.235
H (-1.88984, 1.00689, -0.85316)  0.210
H (-1.80370, 0.94408, 0.92545)  0.209

Output
**Electronic energy**: -360.624551 hartree
**SMILES**: Cn1ccoc1=O
**Multiplicity**: 1

***

[6]
Entry from OMol25: a structure of composition C12H36IO10 in a non-equilibrium geometry (the ωB97M-V functional and the def2-TZVPD basis).

Each line ends with the natural charge from an NBO analysis.
Cartesian coordinates (Å):
I (-0.28364, 0.29372, 0.26199)  -0.017
C (-0.43551, -1.64248, -2.27365)  -0.703
C (-1.87450, -1.04415, -2.07260)  -0.064
O (-2.40144, -1.24926, -0.84467)  -0.778
H (0.05613, -0.90348, -2.90631)  0.254
H (-0.39430, -2.38742, -3.06830)  0.213
H (0.12058, -1.99441, -1.40473)  0.219
H (-2.50575, -1.63290, -2.73819)  0.174
H (-2.07203, 0.02367, -2.16667)  0.168
H (-1.78151, -0.91123, -0.19427)  0.406
C (2.39306, -1.41755, 1.81412)  -0.603
C (2.40791, 0.03148, 2.05240)  -0.096
O (1.11949, 0.34667, 2.47668)  -0.770
H (3.42274, -1.62990, 1.52646)  0.184
H (1.84952, -1.53313, 0.87641)  0.167
H (2.07807, -2.12721, 2.57915)  0.228
H (2.73742, 0.51791, 1.13430)  0.187
H (3.04544, 0.21773, 2.91669)  0.168
H (0.53582, 0.10163, 1.75495)  0.385
C (0.10527, 1.68520, -3.75223)  -0.082
C (-0.66031, 1.89506, -2.46388)  -0.119
O (0.23997, 2.18883, -1.47879)  -0.758
O (1.26215, 0.82066, -3.49779)  -0.795
H (0.54179, 2.59102, -4.17300)  0.165
H (-0.63655, 1.21108, -4.39490)  0.159
H (-1.22736, 0.98144, -2.28540)  0.172
H (-1.30749, 2.75065, -2.65677)  0.154
H (-0.12680, 1.70538, -0.73492)  0.374
H (1.51330, 1.02567, -2.59418)  0.508
C (-0.84786, 2.40135, 2.30322)  -0.154
C (-1.27522, 3.32058, 3.47706)  -0.053
O (-2.17516, 4.20063, 3.02552)  -0.724
O (-1.80280, 1.40877, 1.87565)  -0.752
H (-0.01867, 1.81246, 2.69534)  0.224
H (-0.42113, 2.97111, 1.47776)  0.155
H (-0.52460, 3.99527, 3.88872)  0.141
H (-1.74092, 2.83002, 4.33179)  0.154
H (-1.93621, 5.09435, 3.28197)  0.456
H (-1.22818, 0.80102, 1.40442)  0.327
C (3.09793, -0.81714, -2.09933)  -0.077
C (1.89458, -0.43567, -1.27186)  -0.219
O (1.88425, 0.96809, -0.95125)  -0.766
O (2.95546, -2.15922, -2.47986)  -0.724
H (4.06713, -0.67012, -1.62274)  0.143
H (3.16807, -0.35459, -3.08383)  0.197
H (1.86646, -1.11324, -0.41849)  0.162
H (1.03686, -0.71443, -1.88400)  0.250
H (1.01834, 1.17668, -0.59306)  0.429
H (2.48663, -2.63497, -1.79032)  0.453
C (-1.49819, -2.18470, 1.00867)  -0.063
C (-2.45741, -2.69716, 2.09369)  -0.064
O (-2.77170, -1.75521, 3.09651)  -0.722
O (-0.18027, -1.90270, 1.55621)  -0.826
H (-1.96624, -1.30351, 0.56988)  0.157
H (-1.38313, -2.89051, 0.18605)  0.169
H (-2.21086, -3.65264, 2.55668)  0.159
H (-3.42438, -2.84464, 1.61272)  0.157
H (-3.68469, -1.46627, 3.02886)  0.468
H (0.35046, -1.29832, 1.03213)  0.444

Output
**Electronic energy**: -1528.219682 hartree
**Total charge**: -1
**Multiplicity**: 1

***

no.,lowest unoccupied orbital energy (eV),HOMO-LUMO gap (eV),molar mass (Da)
1,0.42,9.779,120.152
2,-4.37,8.265,178.255
3,-10.88,7.877,136.110
4,0.50,9.897,171.237
5,0.78,9.109,99.089
6,2.87,7.701,467.314